(1)
CCl6P as an isolated structure in a non-equilibrium geometry, computed with ωB97M-V with the def2-TZVPD basis set.

Each line ends with the Löwdin charge.
Element x y z (Å)
1 C -1.08472 0.17461 0.19490  -1.880
2 P 0.87699 -0.20136 -0.16366  -0.076
3 Cl -1.53858 1.75908 -0.19771  0.675
4 Cl -1.41848 -0.01523 1.88229  0.648
5 Cl -1.75054 -1.00623 -0.92012  0.622
6 Cl 1.28019 -2.08533 -0.19270  0.453
7 Cl 1.27939 0.49585 -2.01284  0.387
8 Cl 2.35576 0.87861 1.40983  0.172

Summary:
Relative energy (zero: lowest compared OMol25 entry of this formula, charge and spin) ... 173.1 kJ/mol
Frontier orbital gap ... 8.65 eV
Total charge ... +1
Electronic energy ... -85452.47751 eV

=====

(2)
C29H24F2N3S2W as an isolated structure, computed with ωB97M-V with the def2-TZVPD basis set.

Each line ends with the Löwdin charge.
Element x y z (Å)
1 W 1.50506 -0.09485 -0.31726  1.325
2 F 6.07437 -1.00865 -3.08506  0.156
3 C 5.35965 -1.23925 -2.00248  -0.236
4 C 4.06807 -0.74063 -1.93175  -0.034
5 C 3.31410 -0.95684 -0.76453  -0.256
6 C 3.87020 -1.71719 0.30845  -0.097
7 C 5.14920 -2.20983 0.15104  -0.181
8 F 5.71333 -2.92314 1.11664  0.137
9 C 5.91264 -1.98780 -0.98863  0.169
10 C 3.05519 -1.88983 1.51575  -0.171
11 C 3.35559 -2.64351 2.63438  0.064
12 C 2.45293 -2.68349 3.68672  0.046
13 C 1.25337 -1.98044 3.60940  0.005
14 C 0.99272 -1.26803 2.47062  -0.132
15 N 1.88683 -1.19659 1.44755  -0.129
16 H 3.71869 -0.17576 -2.78066  0.066
17 H 6.91503 -2.39208 -1.06767  0.170
18 H 4.27673 -3.19996 2.68125  0.133
19 H 2.68176 -3.27571 4.56452  0.145
20 H 0.52839 -2.00673 4.41063  0.137
21 H 0.06242 -0.73309 2.34619  0.102
22 S -0.31539 -1.65947 -0.44681  0.852
23 C -1.07265 -0.56998 -1.56454  -0.604
24 N -2.31178 -0.50178 -1.86593  -0.024
25 C -2.79480 0.71368 -2.57368  -0.034
26 C -2.12478 1.91411 -1.94451  -0.077
27 N -0.66359 1.76385 -2.05447  -0.114
28 C 0.20551 2.90499 -1.75905  -0.064
29 C 0.79658 2.68289 -0.37792  -0.194
30 C 0.02323 2.82057 0.77549  0.031
31 C 0.54057 2.47865 2.01928  0.012
32 C 1.84220 1.98776 2.14222  -0.028
33 C 2.64059 1.87518 1.01235  -0.104
34 C 2.12131 2.21768 -0.25298  -0.172
35 C -0.12670 0.51455 -1.93853  -0.757
36 S 1.35936 0.06110 -2.64388  0.929
37 C -3.35122 -1.50990 -1.44610  -0.044
38 C -4.32354 -0.85492 -0.51047  -0.248
39 C -3.91677 -0.43054 0.75248  -0.054
40 C -4.81876 0.19778 1.59639  -0.058
41 C -6.13370 0.39207 1.18541  -0.042
42 C -6.54338 -0.03868 -0.06397  -0.033
43 C -5.63837 -0.66519 -0.91349  -0.026
44 H -3.86901 0.76183 -2.41067  0.141
45 H -2.59104 0.61205 -3.63909  0.161
46 H -2.44690 2.00687 -0.90094  0.136
47 H -2.41397 2.81839 -2.47671  0.154
48 H -0.40318 3.80687 -1.78292  0.155
49 H 0.98569 3.01648 -2.50974  0.139
50 H -0.98041 3.22382 0.70646  0.141
51 H -0.06631 2.60980 2.90692  0.141
52 H 2.23728 1.71676 3.11289  0.141
53 H 3.67307 1.56025 1.10252  0.141
54 H 2.78341 2.24888 -1.10947  0.136
55 H -2.82516 -2.36491 -1.02682  0.113
56 H -3.83412 -1.83051 -2.36848  0.150
57 H -2.90021 -0.62087 1.09203  0.093
58 H -4.51196 0.51637 2.58473  0.112
59 H -6.84253 0.86494 1.85193  0.123
60 H -7.56855 0.10147 -0.37979  0.126
61 H -5.96631 -1.01950 -1.88519  0.129

Summary:
Frontier orbital gap ... 5.03 eV
Total charge ... +3
Electronic energy ... -63836.75084 eV

=====

(3)
One molecule with the formula FH2IP2 in a non-equilibrium geometry, computed with ωB97M-V with the def2-TZVPD basis set.

Each line ends with the Löwdin charge.
Element x y z (Å)
1 F 0.21005 -0.55716 2.09245  -0.513
2 P -0.84760 -0.20971 0.86142  0.475
3 P 0.67079 -0.87712 -0.74167  0.056
4 I -0.84404 -0.06085 -2.46858  0.201
5 H -0.66660 1.33139 0.84270  -0.073
6 H 1.47740 0.37345 -0.58632  -0.146

Summary:
Relative energy (zero: lowest compared OMol25 entry of this formula, charge and spin) ... 19.9 kJ/mol
Frontier orbital gap ... 9.05 eV
Electronic energy ... -29428.34381 eV

=====

(4)
C19H31N2SSiV as an isolated structure, computed with ωB97M-V with the def2-TZVPD basis set.

Each line ends with the Mulliken spin population.
Element x y z (Å)
1 V -0.38180 -0.31217 1.10414  2.259
2 C -2.64294 -0.25539 1.25422  0.019
3 C -2.42303 0.85574 2.07524  0.039
4 C -1.93766 0.67422 3.37302  0.017
5 C -1.64968 -0.60231 3.83755  -0.009
6 C -1.85155 -1.71356 3.01585  -0.011
7 C -2.34981 -1.54786 1.72381  0.012
8 H -3.07870 -0.12854 0.27534  -0.016
9 H -2.65517 1.84706 1.71153  0.019
10 H -1.77030 1.53338 4.00907  0.009
11 H -1.26908 -0.73805 4.84104  -0.001
12 H -1.62528 -2.70670 3.37746  0.002
13 H -2.52917 -2.40655 1.09041  0.006
14 C -2.10038 -0.67626 -2.01309  -0.015
15 Si -0.33450 -0.37851 -1.43236  -0.200
16 C 0.14464 1.39396 -1.92937  -0.023
17 C -0.09142 1.66791 -3.41994  -0.006
18 C 1.60105 1.74129 -1.59367  0.005
19 C -0.76077 2.33385 -1.11485  0.016
20 C 0.71087 -1.80121 -2.11672  -0.005
21 C 0.49242 -1.98023 -3.62829  -0.006
22 C 2.21317 -1.62411 -1.86904  -0.010
23 C 0.23521 -3.08511 -1.41510  -0.006
24 H -2.10353 -0.82729 -3.09626  -0.005
25 H -2.75457 0.17420 -1.80974  0.004
26 H -2.55463 -1.56578 -1.56773  0.006
27 H 0.58836 1.09526 -4.05148  0.000
28 H 0.08861 2.72776 -3.63519  -0.002
29 H -1.11472 1.44367 -3.73317  0.001
30 H 2.30886 1.21015 -2.22992  -0.001
31 H 1.86438 1.52073 -0.55579  0.009
32 H 1.76971 2.81341 -1.75016  -0.001
33 H -1.82447 2.19205 -1.32190  0.003
34 H -0.52205 3.37888 -1.34295  0.001
35 H -0.61315 2.21686 -0.03197  0.013
36 H 0.81187 -1.10904 -4.20141  0.000
37 H -0.54640 -2.19422 -3.88743  0.001
38 H 1.08919 -2.82937 -3.98008  -0.002
39 H 2.63610 -0.84283 -2.50230  0.002
40 H 2.73983 -2.55300 -2.11716  0.000
41 H 2.45217 -1.38120 -0.83147  0.002
42 H -0.81866 -3.29835 -1.61586  0.000
43 H 0.37160 -3.05015 -0.32890  0.014
44 H 0.81017 -3.94469 -1.77700  0.000
45 S 1.40993 -1.70919 1.93811  -0.037
46 C 1.59869 -0.11899 2.57840  0.024
47 N 2.27987 0.16108 3.68753  0.086
48 C 2.38541 1.47344 4.20565  0.417
49 C 1.72806 2.47019 3.53799  -0.137
50 C 0.99249 2.18807 2.40672  0.493
51 N 0.93391 0.85724 1.92833  -0.024
52 H 2.75696 -0.60342 4.13992  -0.008
53 H 2.99380 1.59161 5.08538  0.015
54 H 1.80421 3.48876 3.89227  -0.006
55 H 0.49184 2.93329 1.81128  0.035

Summary:
Relative energy (zero: lowest compared OMol25 entry of this formula, charge and spin) ... 102.5 kJ/mol
Multiplicity ... 4
Frontier orbital gap (alpha / beta) ... 6.12 / 7.12 eV
Total charge ... +1
Electronic energy ... -67580.53001 eV

=====

(5)
C3H3AgO2 as an isolated structure in a non-equilibrium geometry, computed with ωB97M-V with the def2-TZVPD basis set.

Each line ends with the Mulliken spin population.
Element x y z (Å)
1 C 0.35056 1.25709 1.09574  -0.018
2 O -1.05367 -0.39574 0.10789  -0.121
3 C 1.34509 0.50057 0.68191  0.038
4 C -1.07412 0.77900 0.82154  -0.015
5 O 2.28003 -0.08065 0.27469  -0.013
6 H 0.57806 2.07876 1.77721  0.001
7 H -1.58031 0.65713 1.80256  0.004
8 H -1.60570 1.60083 0.29497  0.005
9 Ag -1.05188 -1.12422 -1.70365  1.119

Summary:
Relative energy (zero: lowest compared OMol25 entry of this formula, charge and spin) ... 0.0 kJ/mol
Multiplicity ... 2
Frontier orbital gap (alpha / beta) ... 5.09 / 7.78 eV
Total charge ... -1
Electronic energy ... -11251.49987 eV

=====

(6)
A 2-piece molecular cluster, C4H9N3S overall in a non-equilibrium geometry, computed with ωB97M-V with the def2-TZVPD basis set.

Each line ends with the Mulliken spin population.
Element x y z (Å)
1 C -1.66041 -2.83990 -0.07916  -0.035
2 C 0.03855 -0.87727 0.26592  0.835
3 C 1.24875 1.05318 -0.87812  0.062
4 C -0.06408 0.25058 -0.80782  -0.030
5 N -2.31424 -2.64248 0.89215  0.064
6 N -0.14808 -0.58761 1.55185  0.292
7 N -0.75001 0.38836 2.12513  0.801
8 S -1.14987 -3.32132 -1.53973  0.067
9 H 0.71972 -1.78881 0.02659  -0.045
10 H 1.00712 2.15933 -1.06807  -0.007
11 H 1.98420 0.64148 -1.64124  -0.009
12 H 1.80923 0.92491 0.09535  0.010
13 H -0.09429 -0.12222 -1.86811  0.008
14 H -0.94325 0.81708 -0.54557  0.022
15 H -2.56328 -1.92789 1.54333  -0.007
16 H 0.26119 -1.45364 2.07800  -0.024
17 H -0.98463 1.10409 1.38387  -0.004

Summary:
Relative energy (zero: lowest compared OMol25 entry of this formula, charge and spin) ... 0.0 kJ/mol
Multiplicity ... 3
Frontier orbital gap (alpha / beta) ... 6.63 / 8.19 eV
Electronic energy ... -19593.71518 eV

=====

(7)
One molecule with the formula C21H31N3O3 in a non-equilibrium geometry, computed with ωB97M-V with the def2-TZVPD basis set.

Each line ends with the Löwdin charge.
Element x y z (Å)
1 C 0.38919 3.64702 2.86957  -0.043
2 C -0.44317 3.41811 1.63676  -0.262
3 C -1.12448 4.44921 0.99240  -0.037
4 C -1.88326 4.17015 -0.13827  -0.021
5 C -1.97755 2.89364 -0.68590  -0.144
6 C -2.86773 2.66612 -1.88813  -0.349
7 C -4.05525 1.74590 -1.52072  -0.046
8 C -2.12509 2.16327 -3.13602  -0.051
9 C -1.26487 1.86586 -0.05727  -0.206
10 O -1.33010 0.56442 -0.53677  -0.055
11 C -0.20226 0.11509 -1.27279  -0.119
12 C 0.69327 -0.91154 -0.50302  -0.324
13 C 1.68247 -0.14748 0.24798  -0.181
14 N 2.43980 0.44730 0.85669  0.236
15 C 1.32711 -1.83797 -1.56354  -0.069
16 C 2.80351 -2.16141 -1.42340  -0.352
17 O 3.08284 -2.62667 -0.11715  -0.032
18 C 3.73930 -0.98278 -1.89922  -0.213
19 N 4.80066 -0.58232 -0.98767  0.009
20 C -0.19111 -1.65371 0.52475  -0.226
21 C -1.25349 -2.34907 -0.18565  -0.188
22 N -1.87278 -2.95502 -0.92662  0.204
23 C 0.55121 -2.67960 1.40422  -0.092
24 C -0.24427 -3.02240 2.66996  -0.423
25 C -0.75015 -4.45216 2.66127  -0.041
26 O 0.57219 -2.80242 3.82400  -0.031
27 C -0.53813 2.13705 1.09769  0.031
28 H 0.85598 2.71677 3.16997  0.071
29 H -0.19116 4.07051 3.68092  0.079
30 H 1.20670 4.31713 2.61036  0.084
31 H -1.04970 5.44941 1.39241  0.111
32 H -2.41868 4.98751 -0.60012  0.111
33 H -3.30212 3.62884 -2.14348  0.119
34 H -4.98294 2.11613 -1.94466  0.073
35 H -3.87879 0.73452 -1.87037  0.072
36 H -4.18929 1.73062 -0.44316  0.081
37 H -2.65611 2.49778 -4.02218  0.078
38 H -2.10728 1.08016 -3.14582  0.062
39 H -1.12246 2.58002 -3.16126  0.082
40 H -0.57943 -0.35834 -2.17251  0.123
41 H 0.39653 0.96433 -1.59321  0.147
42 H 1.22469 -1.35429 -2.53203  0.126
43 H 0.76705 -2.76321 -1.64510  0.125
44 H 2.99795 -2.98896 -2.11094  0.137
45 H 3.92869 -3.08135 -0.12952  0.101
46 H 3.11701 -0.10989 -2.07937  0.102
47 H 4.23502 -1.30401 -2.80802  0.108
48 H 4.41155 -0.28333 -0.10072  0.030
49 H 5.41470 -1.36005 -0.78074  0.061
50 H -0.64710 -0.94353 1.20214  0.138
51 H 0.76330 -3.58095 0.84225  0.121
52 H 1.49818 -2.26377 1.72802  0.114
53 H -1.12504 -2.38174 2.75207  0.139
54 H -1.19218 -4.68946 3.62340  0.080
55 H 0.06210 -5.14574 2.46385  0.085
56 H -1.52254 -4.54947 1.90237  0.079
57 H 0.14721 -2.15660 4.39208  0.089
58 H -0.01969 1.32235 1.58020  0.099

Summary:
Relative energy (zero: lowest compared OMol25 entry of this formula, charge and spin) ... 369.0 kJ/mol
Frontier orbital gap ... 9.37 eV
Electronic energy ... -32891.54284 eV

=====

(8)
C30H51BrN4P2Ti as an isolated structure in a non-equilibrium geometry, computed with ωB97M-V with the def2-TZVPD basis set.

Each line ends with the Mulliken spin population.
Element x y z (Å)
1 C -0.10672 4.27452 -1.40673  -0.003
2 C -0.61470 3.04362 -1.83987  -0.001
3 C -0.87115 2.91651 -3.21139  0.001
4 C -0.67550 4.00941 -4.06139  0.001
5 N -0.21355 5.18521 -3.64239  0.001
6 C 0.04800 5.31896 -2.33989  -0.001
7 C -0.85183 1.90719 -0.92815  0.036
8 C -1.78686 1.11545 -0.37150  0.011
9 C -2.79296 0.21466 0.14919  -0.098
10 C -2.25861 -0.94702 0.77891  -0.072
11 C -3.04769 -1.82232 1.53074  0.024
12 C -4.45279 -1.67615 1.52671  0.022
13 C -5.01077 -0.55254 0.87491  -0.005
14 C -4.19975 0.36230 0.18180  0.014
15 Ti -0.02101 0.60628 0.17532  0.725
16 P 2.33296 -0.67209 0.11742  0.032
17 H -1.29048 2.02125 -3.64447  -0.002
18 H 0.11601 4.46718 -0.35817  0.000
19 H -0.89176 3.89902 -5.12642  0.000
20 H 0.42579 6.29644 -2.02712  0.000
21 H -4.62544 1.24793 -0.29737  0.000
22 H -1.16511 -1.21556 0.63192  0.180
23 H -6.10078 -0.44492 0.90499  0.000
24 H -2.60226 -2.64055 2.09946  0.002
25 C 2.17063 -2.03937 1.35427  0.015
26 C 2.90894 -3.34199 1.08269  0.005
27 H 1.09279 -2.23643 1.45839  0.004
28 H 2.47608 -1.61658 2.32341  0.006
29 H 2.77976 -4.00869 1.94260  0.000
30 H 2.50785 -3.87199 0.21217  0.000
31 H 3.98651 -3.20248 0.95664  0.000
32 C 2.90709 -1.34420 -1.49399  -0.025
33 C 2.91747 -0.29035 -2.59957  0.016
34 H 2.26338 -2.18350 -1.76712  -0.008
35 H 3.90026 -1.79003 -1.37438  0.001
36 H 3.07123 -0.78161 -3.56565  0.001
37 H 1.97780 0.27290 -2.67740  0.005
38 H 3.72636 0.43886 -2.47423  0.002
39 C 3.88102 0.23900 0.58014  0.011
40 C 5.13000 -0.63419 0.67181  0.000
41 H 3.71058 0.76765 1.52870  0.002
42 H 4.01717 1.01659 -0.18794  0.004
43 H 6.01987 0.00300 0.65727  0.000
44 H 5.15971 -1.20542 1.60635  0.000
45 H 5.23300 -1.33342 -0.16609  0.000
46 Br -5.45821 -2.91871 2.37647  0.004
47 P -1.49425 -1.91576 -2.44188  0.682
48 C -0.19265 -2.79782 -1.56401  0.155
49 C -0.13558 -4.30970 -1.86186  0.052
50 H -0.30040 -2.59458 -0.48818  0.019
51 H 0.73393 -2.32033 -1.89655  -0.057
52 H 0.86704 -4.68141 -1.61714  0.004
53 H -0.86348 -4.87635 -1.26486  -0.003
54 H -0.31581 -4.53049 -2.92488  -0.016
55 C -2.91817 -2.58430 -1.57441  0.074
56 C -3.80397 -3.32985 -2.57682  0.033
57 H -3.44153 -1.74443 -1.10424  -0.018
58 H -2.59698 -3.25623 -0.75912  0.000
59 H -4.67332 -3.72780 -2.04319  0.004
60 H -4.14557 -2.67428 -3.39555  -0.005
61 H -3.23819 -4.16963 -3.00066  -0.009
62 C -1.99340 -0.28377 -3.01396  0.108
63 C -2.73362 -0.27820 -4.36152  0.047
64 H -1.06955 0.30641 -3.05841  0.001
65 H -2.62686 0.15451 -2.23192  0.003
66 H -2.75291 0.73733 -4.77844  0.000
67 H -2.23610 -0.94458 -5.07610  -0.012
68 H -3.77008 -0.61930 -4.24292  -0.003
69 C 2.97471 3.39269 3.11562  0.001
70 N 1.76521 2.78209 3.64063  0.000
71 C 1.39577 3.17710 4.98702  0.000
72 C 0.91319 2.06611 2.88101  0.023
73 N 1.07199 1.90608 1.55460  -0.004
74 N -0.21744 1.54740 3.46872  0.006
75 C -0.24202 0.86385 4.76229  0.001
76 C -1.00613 0.85883 2.46193  0.008
77 H 3.46816 3.84384 3.97826  0.000
78 H 2.76831 4.19253 2.39159  0.000
79 H 3.64386 2.65138 2.66515  0.000
80 H 0.32037 3.37295 5.06735  0.000
81 H 1.67662 2.41533 5.73433  0.000
82 H 1.93782 4.10273 5.20936  0.000
83 H 1.89416 2.36987 1.18770  0.006
84 H -0.49373 1.52164 5.60452  0.000
85 H -1.02867 0.09270 4.74007  0.000
86 H 0.70698 0.35130 4.97999  0.000
87 H -1.25394 1.62421 1.68805  -0.002
88 H -0.37721 -0.02210 2.10146  -0.006
89 H -1.93888 0.47617 2.89595  -0.002

Summary:
Relative energy (zero: lowest compared OMol25 entry of this formula, charge and spin) ... 392.0 kJ/mol
Multiplicity ... 3
Frontier orbital gap (alpha / beta) ... 6.35 / 4.97 eV
Total charge ... +2
Electronic energy ... -149613.49229 eV